{
  "formula": "C3H2N2O2",
  "method": "wB97M-V/def2-TZVPD",
  "charge": 0,
  "relative_energy_kcal_mol": 36.7,
  "total_energy_ha": -375.45298,
  "orbital_gap_ev": 11.449,
  "symbols": ["N", "C", "O", "C", "O", "C", "N", "H", "H"],
  "positions_angstrom": [[-1.3685, -0.7002, -0.4909], [-0.7350, 0.1444, 0.1753], [0.6247, 0.3405, 0.3631], [1.5392, -0.4886, -0.2000], [1.3069, -1.4691, -0.8493], [-1.8191, 2.2542, 0.9860], [-1.3740, 1.1721, 0.8486], [-0.7429, -1.3407, -0.9721], [2.5394, -0.1084, 0.0458]],
  "forces_ev_per_a": [[0.27, 0.20, 0.20], [-0.14, -0.28, -0.32], [-0.01, -0.10, -0.04], [0.03, -0.57, -0.31], [0.17, 0.57, 0.34], [0.18, -0.71, 0.21], [-0.37, 1.01, -0.14], [-0.02, -0.05, 0.09], [-0.11, -0.06, -0.03]]
}